15
Properties=species:S:1:pos:R:3:lowdin_charge:R:1 method="wB97M-V/def2-TZVPD" energy_ha=-202.324284 e_above_lowest_kcal_mol=11.10 multiplicity=1
Cs 2.087 1.032 1.726 0.974
O 1.193 0.219 -1.897 -0.112
C 0.516 -2.138 -1.836 -0.080
C 0.396 -0.760 -1.209 -0.311
B -1.417 2.075 2.707 -0.475
H 1.526 -2.542 -1.831 0.078
H -0.612 -0.341 -1.181 0.125
H 0.815 -0.798 -0.201 0.040
H -1.832 1.218 3.385 -0.082
H -2.249 2.323 1.923 -0.082
H 0.079 -2.169 -2.836 0.079
H 1.155 0.027 -2.839 0.079
H -0.099 -2.830 -1.251 0.081
H -0.532 1.657 2.078 -0.231
H -1.026 3.026 3.264 -0.083